C5H12O | ωB97M-V/def2-TZVPD

Geometry as XYZ:
```
18
Properties=species:S:1:pos:R:3:forces:R:3
C 1.811 0.457 -0.750 0.1074 0.1529 0.2874
C 0.347 0.498 -0.389 0.2307 0.5731 1.3117
C -0.474 0.232 -1.740 0.0793 -0.0678 0.8145
C 0.088 -0.476 1.158 -0.8712 -0.2061 -2.1356
C -1.195 -0.047 1.926 0.0096 0.0242 -0.5327
O -0.101 -1.535 0.221 -0.5072 -3.0190 0.9357
H 2.377 0.819 0.104 0.3816 0.0434 -0.1048
H 2.128 -0.570 -0.979 -0.1817 0.1996 0.1439
H 2.032 1.065 -1.638 -0.0500 -0.0301 0.2318
H -0.030 1.424 -0.009 0.3782 1.2085 -0.1651
H -1.561 0.157 -1.621 0.1576 -0.0606 0.2215
H -0.319 1.114 -2.403 0.0858 -0.3243 0.6835
H -0.141 -0.632 -2.340 0.0486 0.1456 0.6321
H 0.710 -0.989 1.983 0.4921 1.7795 -1.5954
H -1.045 0.280 2.971 0.3360 -0.1574 -0.5720
H -1.913 -0.886 1.977 0.2712 0.1821 -0.0745
H -1.681 0.779 1.399 -0.1714 -0.0587 0.0611
H -1.031 -1.692 0.129 -0.7966 -0.3849 -0.1432
```
Positions in Å, forces in eV/Å.

Summary:
HOMO ... -8.48 eV
Electronic energy ... -7424.0976 eV